Record 1
Entry from the OMol25 dataset: a structure of composition C13H19Cl2NRu in a non-equilibrium geometry (ωB97M-V with the def2-TZVPD basis set).

* E_tot: -1576.589047 Ha
* E_LUMO (spin up / spin down): -0.006 / -0.063 Eh
* strongest force on any atom: 4.02 eV/Å
* spin multiplicity: 5
* M: 361.3 g mol⁻¹
* ΔE to the lowest compared entry with this formula, charge and spin: 85.4 kJ/mol

Each line ends with the Löwdin spin population.
Geometry (Å):
Ru: -0.71 2.07 0.97  2.6619
Cl: -0.01 3.93 -0.14  0.2129
Cl: -0.27 2.89 3.15  0.1613
C: 2.97 -0.31 -1.42  0.0051
H: 3.49 -1.00 -0.82  0.0002
H: 2.93 0.70 -0.91  0.0004
C: -0.87 0.99 -0.53  0.5904
C: 2.01 -0.65 -2.25  0.0002
H: -0.26 0.06 -0.57  0.0440
C: 1.66 0.12 -3.53  0.0002
H: 1.24 -1.44 -2.00  -0.0001
C: 1.19 1.59 -3.26  0.0031
H: 2.50 0.17 -4.26  0.0000
H: 0.84 -0.43 -4.00  0.0001
C: -0.30 1.87 -3.10  0.0428
H: 1.78 2.03 -2.43  0.0011
H: 1.51 2.15 -4.17  0.0009
C: -1.24 1.43 -1.91  0.1244
H: -0.36 2.96 -3.13  0.0020
H: -0.82 1.54 -4.01  0.0023
H: -1.98 2.22 -1.81  0.0081
H: -1.74 0.55 -2.33  0.0203
C: -1.17 -3.36 4.12  0.0005
C: -1.01 -2.12 3.29  0.0019
C: 0.18 -1.84 2.60  0.0018
C: 0.28 -0.64 1.89  0.0129
N: -0.75 0.22 1.88  0.0464
C: -1.91 -0.03 2.50  0.0313
C: -2.07 -1.21 3.20  0.0042
H: -1.00 -4.26 3.52  0.0001
H: -0.47 -3.36 4.97  0.0001
H: -2.19 -3.39 4.50  0.0000
H: 1.05 -2.52 2.61  0.0000
H: 1.17 -0.31 1.33  0.0049
H: -2.64 0.77 2.38  0.0141
H: -3.03 -1.39 3.70  0.0001



Record 2
Entry from the OMol25 dataset: a cluster of 2 separate species, CH5BrN3 in total in a non-equilibrium geometry (ωB97M-V with the def2-TZVPD basis set).

* E_tot: -2779.039478 Ha
* E_LUMO: -0.164 Eh
* strongest force on any atom: 6.60 eV/Å
* M: 139.0 g mol⁻¹
* charge: +1
* ΔE to the lowest compared entry with this formula, charge and spin: 215.9 kJ/mol

Each line ends with the natural charge from an NBO analysis.
Geometry (Å):
C: 1.59 0.15 -0.28  0.7943
N: -2.13 -0.39 -0.10  -0.8737
N: 0.53 0.81 -0.22  -0.7877
N: 2.69 -0.34 -0.33  -0.4933
Br: -1.06 -0.98 1.47  0.1314
H: -2.52 0.50 0.17  0.3884
H: -2.72 -1.15 -0.30  0.4073
H: 0.68 1.79 0.04  0.4605
H: -0.46 0.59 -0.33  0.4921
H: 3.39 -0.99 -0.14  0.4806



Record 3
Entry from the OMol25 dataset: a cluster of 3 separate species, C13H15F16NO5 in total in a non-equilibrium geometry (ωB97M-V with the def2-TZVPD basis set).

* E_tot: -2533.118932 Ha
* E_LUMO: 0.011 Eh
* strongest force on any atom: 5.15 eV/Å
* M: 569.2 g mol⁻¹

Each line ends with the natural charge from an NBO analysis.
Geometry (Å):
F: 1.39 -0.86 -5.41  -0.3171
C: 2.16 0.11 -4.90  0.5176
F: 3.40 -0.43 -4.73  -0.3244
C: 1.64 0.66 -3.57  0.5955
F: 1.70 -0.28 -2.59  -0.3117
F: 2.48 1.66 -3.18  -0.3334
C: 0.21 1.25 -3.59  -0.1415
O: -0.87 0.41 -3.18  -0.5037
C: -1.40 -0.49 -4.14  0.8464
F: -0.98 -0.12 -5.37  -0.3196
F: -2.74 -0.29 -4.14  -0.3148
C: -1.12 -1.96 -3.81  0.4999
F: 0.19 -2.20 -3.62  -0.3166
F: -1.52 -2.76 -4.83  -0.3220
H: 2.25 0.91 -5.64  0.1439
H: 0.21 2.05 -2.84  0.2341
H: 0.00 1.76 -4.53  0.2116
H: -1.65 -2.27 -2.91  0.1571
F: -3.86 -1.48 2.71  -0.3167
C: -3.95 -2.48 3.61  0.5188
F: -4.81 -2.05 4.56  -0.3242
C: -2.60 -2.84 4.24  0.5957
F: -2.13 -1.83 5.01  -0.3098
F: -2.82 -3.88 5.10  -0.3286
C: -1.48 -3.28 3.27  -0.1388
O: -0.53 -2.29 2.84  -0.5100
C: -0.91 -1.44 1.78  0.8486
F: -1.98 -1.97 1.15  -0.3246
F: 0.11 -1.51 0.88  -0.3212
C: -1.10 0.02 2.21  0.4700
F: -1.98 0.14 3.23  -0.3224
F: -1.60 0.75 1.18  -0.3241
H: -4.39 -3.34 3.12  0.1406
H: -0.87 -4.00 3.83  0.2283
H: -1.87 -3.85 2.43  0.2078
H: -0.16 0.46 2.52  0.1994
O: 0.47 4.81 -0.02  -0.5261
C: 1.55 4.18 0.00  0.8754
O: 2.76 4.93 -0.29  -0.7374
N: 1.60 2.73 0.36  -0.6693
C: 2.36 2.68 1.64  -0.2690
C: 2.65 1.21 2.19  -0.0833
O: 1.69 0.76 3.21  -0.7495
H: 2.83 5.62 0.42  0.5014
H: 2.07 2.21 -0.41  0.3874
H: 1.69 3.20 2.44  0.2229
H: 3.34 3.30 1.63  0.1940
H: 3.68 1.22 2.71  0.1813
H: 2.66 0.39 1.39  0.1958
H: 2.22 0.50 4.00  0.4861